--- one ---
Here is 2 unconnected molecules or ions with the total composition C3H8 from the Open Molecules 2025 dataset. Energies are from the ωB97M-V functional and the def2-TZVPD basis.

- SMILES string = C=C.C

```
! wB97M-V def2-TZVPD RIJCOSX def2/J DEFGRID3
* xyz 0 1
C 6.132 1.134 -0.093
H 6.077 0.902 -1.126
H 7.108 0.655 0.258
H 5.215 0.800 0.324
H 6.221 2.264 0.047
C -4.673 -0.468 -0.065
C -5.665 -1.335 0.108
H -4.239 0.031 0.864
H -3.996 -0.486 -0.963
H -6.050 -1.329 1.167
H -6.131 -2.167 -0.521
*
```

Löwdin charges in e:
1 C -0.0614
2 H -0.0147
3 H 0.0430
4 H -0.0075
5 H 0.0407
6 C -0.1233
7 C -0.1201
8 H 0.0675
9 H 0.0545
10 H 0.0511
11 H 0.0702



--- two ---
Here is 2 unconnected molecules or ions with the total composition C3H8 from the Open Molecules 2025 dataset. Energies are from the ωB97M-V functional and the def2-TZVPD basis.

- SMILES string = C=C.C

```
! wB97M-V def2-TZVPD RIJCOSX def2/J DEFGRID3
* xyz 0 1
C 4.069 -0.599 -3.064
H 3.573 -0.534 -4.032
H 4.561 0.333 -2.833
H 3.294 -0.706 -2.300
H 4.673 -1.493 -3.112
C -3.763 0.221 2.112
C -2.993 0.783 3.030
H -3.399 0.301 1.090
H -4.788 -0.023 2.334
H -1.997 1.057 2.698
H -3.229 0.662 4.078
*
```

Löwdin charges in e:
1 C -0.0508
2 H 0.0136
3 H 0.0103
4 H 0.0158
5 H 0.0111
6 C -0.0877
7 C -0.0885
8 H 0.0462
9 H 0.0415
10 H 0.0447
11 H 0.0438



Q: What are the energies relative to the best structure? A: one 0.0136; two 0.0000, in hartree.



--- one ---
Here is a single H3NOS molecule from the Open Molecules 2025 dataset. Energies are from the ωB97M-V functional and the def2-TZVPD basis.

- SMILES string = NSO

```
! wB97M-V def2-TZVPD RIJCOSX def2/J DEFGRID3
* xyz 0 1
N -1.190 0.114 0.096
O 1.520 -0.708 0.083
S 0.909 0.738 0.175
H -1.410 0.665 -0.676
H -1.236 0.539 0.982
H 1.407 -1.347 -0.660
*
```

Löwdin charges in e:
1 N -0.1028
2 O -0.5856
3 S 0.7590
4 H -0.0696
5 H -0.0798
6 H 0.0788



--- two ---
Here is a single H3NOS molecule from the Open Molecules 2025 dataset. Energies are from the ωB97M-V functional and the def2-TZVPD basis.

- SMILES string = NSO

```
! wB97M-V def2-TZVPD RIJCOSX def2/J DEFGRID3
* xyz 0 1
N 0.597 0.058 0.237
O -1.929 -0.417 0.198
S -1.015 0.852 -0.045
H 0.659 0.503 1.242
H 1.283 0.467 -0.423
H -1.894 -1.148 -0.456
*
```

Löwdin charges in e:
1 N -0.3104
2 O -0.5253
3 S 0.7278
4 H 0.0366
5 H 0.0092
6 H 0.0622



--- three ---
Here is 2 unconnected molecules or ions with the total composition H3NOS from the Open Molecules 2025 dataset. Energies are from the ωB97M-V functional and the def2-TZVPD basis.

```
! wB97M-V def2-TZVPD RIJCOSX def2/J DEFGRID3
* xyz 0 1
N 0.423 -0.007 0.591
O -1.871 -0.046 0.801
S -0.747 -1.081 0.695
H 1.253 0.291 -0.819
H 1.303 -0.221 0.887
H -2.447 0.222 0.049
*
```

Löwdin charges in e:
1 N -0.4211
2 O -0.4777
3 S 0.7355
4 H 0.1780
5 H -0.0931
6 H 0.0785



Q: What are the energies relative to the best structure? A: one 0.0466; two 0.0000; three 0.1040, in hartree.



--- one ---
Here is a single C5H7NO5 molecule from the Open Molecules 2025 dataset. Energies are from the ωB97M-V functional and the def2-TZVPD basis.

```
! wB97M-V def2-TZVPD RIJCOSX def2/J DEFGRID3
* xyz 0 1
C 1.916 0.609 0.204
C 1.368 -0.462 2.193
C 1.151 -0.313 -0.636
C -0.622 -0.039 1.272
C -0.358 -0.098 -0.242
N 1.967 0.404 1.496
O 1.432 -1.298 3.024
O -0.841 1.153 1.710
O -1.452 -0.963 1.771
O -0.850 1.082 -0.954
O -1.062 -1.146 -0.719
H 1.847 1.668 -0.182
H 1.323 -0.153 -1.708
H 1.494 -1.375 -0.540
H -1.261 1.195 2.664
H -1.786 -1.498 1.046
H -0.107 1.709 -1.078
H -1.500 -0.776 -1.571
*
```

Löwdin charges in e:
1 C -0.1564
2 C -0.3567
3 C -0.0937
4 C -0.4244
5 C -0.5030
6 N 0.1406
7 O 0.1200
8 O 0.0947
9 O 0.1130
10 O 0.0278
11 O 0.0272
12 H 0.1247
13 H 0.1255
14 H 0.1453
15 H 0.2121
16 H 0.1093
17 H 0.1061
18 H 0.1879



--- two ---
Here is a single C5H7NO5 molecule from the Open Molecules 2025 dataset. Energies are from the ωB97M-V functional and the def2-TZVPD basis.

- SMILES string = COC(=O)C(=O)NCC(=O)O

```
! wB97M-V def2-TZVPD RIJCOSX def2/J DEFGRID3
* xyz 0 1
C 1.514 -1.729 1.347
C 0.889 -1.032 -0.810
C 0.059 -0.078 -1.640
C -1.771 0.582 0.223
C -1.066 1.253 1.451
H 2.076 -2.492 0.838
H 2.226 -1.109 1.853
H 0.825 -2.205 2.025
H -1.449 1.031 -1.805
H -2.033 -0.486 0.436
H -2.707 1.133 0.061
H 0.159 1.854 0.194
N -0.910 0.830 -0.981
O 0.721 -0.909 0.496
O 1.496 -1.934 -1.354
O 0.422 0.104 -2.761
O 0.026 2.018 1.093
O -1.476 1.032 2.507
*
```

Löwdin charges in e:
1 C -0.0053
2 C -0.4073
3 C -0.3207
4 C -0.0608
5 C -0.5198
6 H 0.0885
7 H 0.0976
8 H 0.1010
9 H 0.1203
10 H 0.1409
11 H 0.1307
12 H 0.0337
13 N 0.0492
14 O -0.0218
15 O 0.1432
16 O 0.1585
17 O 0.1135
18 O 0.1585



Q: What are the energies relative to the best structure? A: one 0.1206; two 0.0000, in hartree.



--- one ---
Here is 2 unconnected molecules or ions with the total composition C7H12O from the Open Molecules 2025 dataset. Energies are from the ωB97M-V functional and the def2-TZVPD basis.

```
! wB97M-V def2-TZVPD RIJCOSX def2/J DEFGRID3
* xyz -1 2
C -0.134 -0.816 -1.563
C -1.433 -1.170 -1.441
C 1.785 -1.993 -0.460
C 0.876 -1.017 -0.477
C 0.670 -0.167 0.750
C 0.823 1.160 0.751
C 0.668 1.913 2.060
H 0.307 -0.313 -2.421
H -2.153 -1.148 -2.257
H -1.911 -1.671 -0.599
H 1.853 -2.794 -1.186
H 2.509 -2.020 0.358
H 0.292 -0.719 1.614
H 1.066 1.700 -0.154
H 0.005 1.429 2.777
H 1.690 2.003 2.451
H 0.229 2.912 1.955
H -1.709 0.800 0.365
H -2.888 0.739 -0.421
O -2.357 1.430 0.019
*
```

Löwdin charges in e:
1 C -0.2448
2 C -0.1304
3 C -0.0576
4 C -0.4221
5 C -0.1495
6 C -0.1908
7 C -0.1352
8 H 0.0597
9 H 0.0016
10 H 0.0180
11 H 0.0071
12 H 0.0104
13 H 0.0944
14 H 0.0998
15 H 0.0587
16 H 0.0592
17 H 0.0557
18 H -0.0167
19 H 0.0079
20 O -0.1256



--- two ---
Here is 2 unconnected molecules or ions with the total composition C7H12O from the Open Molecules 2025 dataset. Energies are from the ωB97M-V functional and the def2-TZVPD basis.

```
! wB97M-V def2-TZVPD RIJCOSX def2/J DEFGRID3
* xyz -1 2
C 0.592 1.660 0.621
C 1.846 2.182 0.489
C 0.933 -0.577 -0.324
C 0.202 0.279 0.474
C -0.863 -0.187 1.377
C -2.095 0.318 1.339
C 0.628 -2.053 -0.353
H -0.200 2.362 0.906
H 2.728 1.600 0.224
H 2.238 3.057 0.976
H 1.797 -0.238 -0.866
H -0.578 -0.708 2.306
H -2.869 -0.002 2.020
H -2.467 0.993 0.570
H -0.145 -2.326 0.367
H 0.342 -2.252 -1.392
H 1.421 -2.679 0.184
H -1.390 -1.181 -3.313
H -1.050 0.317 -2.981
O -1.070 -0.567 -2.622
*
```

Löwdin charges in e:
1 C -0.2536
2 C -0.1356
3 C -0.1982
4 C -0.3718
5 C -0.2052
6 C -0.0671
7 C -0.1658
8 H 0.0704
9 H -0.0102
10 H -0.0265
11 H 0.0602
12 H 0.1004
13 H 0.0107
14 H 0.0395
15 H 0.0377
16 H 0.0383
17 H 0.0655
18 H 0.0403
19 H 0.0287
20 O -0.0576



--- three ---
Here is 2 unconnected molecules or ions with the total composition C7H12O from the Open Molecules 2025 dataset. Energies are from the ωB97M-V functional and the def2-TZVPD basis.

```
! wB97M-V def2-TZVPD RIJCOSX def2/J DEFGRID3
* xyz -1 2
C -1.542 0.820 1.319
C -1.895 0.392 2.543
C -1.968 0.097 0.075
C -0.775 -0.164 -0.812
C 0.183 -1.109 -0.566
C 1.329 -1.456 -1.383
C 2.036 -0.670 -2.283
H -0.901 1.690 1.214
H -1.684 1.003 3.415
H -2.466 -0.526 2.551
H -2.557 -0.806 0.284
H -2.599 0.690 -0.605
H -0.609 0.496 -1.664
H 0.244 -1.751 0.318
H 1.741 -2.445 -1.152
H 1.638 0.333 -2.429
H 2.964 -1.002 -2.727
H 1.606 0.826 0.321
H 2.810 1.249 1.067
O 1.977 1.605 0.750
*
```

Löwdin charges in e:
1 C -0.2026
2 C -0.0377
3 C -0.2737
4 C -0.2187
5 C -0.2580
6 C -0.3242
7 C -0.1366
8 H 0.0894
9 H 0.0315
10 H 0.0334
11 H 0.0930
12 H 0.0933
13 H 0.0686
14 H 0.0733
15 H 0.0507
16 H 0.0013
17 H -0.0184
18 H -0.0045
19 H 0.0216
20 O -0.0816



Q: What are the energies relative to the best structure? A: one 0.0254; two 0.0346; three 0.0000, in hartree.



--- one ---
Here is 2 unconnected molecules or ions with the total composition H2INS from the Open Molecules 2025 dataset. Energies are from the ωB97M-V functional and the def2-TZVPD basis.

```
! wB97M-V def2-TZVPD RIJCOSX def2/J DEFGRID3
* xyz 0 1
N 1.025 -0.465 0.297
S -1.036 1.182 -0.054
I -2.778 -0.337 -0.058
H 1.115 -0.668 -0.697
H 1.674 0.288 0.512
*
```

Löwdin charges in e:
1 N -0.0133
2 S -0.1760
3 I 0.2911
4 H -0.0499
5 H -0.0519



--- two ---
Here is a single H2INS molecule from the Open Molecules 2025 dataset. Energies are from the ωB97M-V functional and the def2-TZVPD basis.

- SMILES string = NSI

```
! wB97M-V def2-TZVPD RIJCOSX def2/J DEFGRID3
* xyz 0 1
N 0.516 -0.055 -0.073
S 1.804 1.100 0.141
I 3.791 -0.179 -0.100
H 0.168 -0.293 0.857
H -0.239 0.334 -0.650
*
```

Löwdin charges in e:
1 N -0.4422
2 S 0.1026
3 I 0.3099
4 H 0.0088
5 H 0.0208



Q: What are the energies relative to the best structure? A: one 0.1028; two 0.0000, in hartree.